Below is the molecule C4H2, with properties calculated with ωB97M-V/def2-TZVPD.

## Properties
orbital gap: 10.69 eV
max |F|: 0.0177 hartree/bohr

Geometry as ORCA input:
```
! wB97M-V def2-TZVPD RIJCOSX def2/J DEFGRID3
* xyz 0 1
C -1.100 -0.185 -1.461
C -0.190 -0.099 -0.678
C 0.687 0.032 0.372
C 1.251 0.176 1.425
H -1.926 -0.249 -2.129
H 1.278 0.324 2.472
*
```

Now the Mulliken charges, all in e: -0.246 0.231 -0.389 -0.354 0.394 0.364